Entry 1:
C50H41NO4PReTe | ωB97M-V/def2-TZVPD

XYZ file:
```
99
C50H41NO4PReTe, DFT ωB97M-V/def2-TZVPD
Re -0.292 -0.138 0.953
Te 2.933 0.222 2.831
P -1.508 -2.094 1.528
O 0.362 -0.369 2.923
O 1.093 -2.094 4.138
O -0.228 -0.578 -0.992
O 0.014 -2.667 -4.039
N 1.887 0.186 0.896
C 1.729 0.736 -1.449
C -3.598 0.265 -3.027
C -1.171 -2.163 3.313
C -3.327 4.219 0.562
C 1.261 5.130 1.375
C 1.762 3.610 -0.423
C 4.755 2.537 2.736
C 1.622 4.902 0.051
C 6.343 3.113 1.029
C 2.681 1.169 -2.387
C -4.247 4.209 1.604
C -0.358 -1.619 -3.559
C 5.723 3.398 2.237
C 1.095 -5.186 0.875
C -4.045 -1.337 0.719
C 1.744 1.155 -0.044
C 2.665 0.716 -3.692
C -2.729 -2.335 -3.496
C -1.808 -1.296 -3.407
C 0.714 -0.156 -1.841
C -5.385 -1.579 0.453
C 3.722 1.147 -4.679
C 1.028 4.058 2.229
C 1.650 -0.182 -4.052
C 1.020 -5.314 -0.505
C -2.500 2.088 1.302
C -5.097 -3.891 1.079
C 0.205 -1.566 3.531
C -1.552 1.005 1.150
C -3.760 -3.657 1.350
C -3.422 2.077 2.347
C -0.629 -3.571 -0.599
C 1.193 2.764 1.769
C -5.907 -2.850 0.635
C 4.426 1.392 2.012
C 0.312 -4.241 1.530
C -0.551 -3.431 0.792
C 0.683 -0.602 -3.159
C -4.299 3.140 2.490
C -3.237 -2.372 1.182
C -4.082 -2.077 -3.340
C 0.157 -4.510 -1.244
C -2.454 3.155 0.403
C -4.516 -0.777 -3.106
C 2.427 -1.198 0.544
C 3.323 -1.539 1.737
C 6.008 1.967 0.308
C -2.244 0.003 -3.175
C 1.578 2.523 0.440
C 5.045 1.101 0.795
H -5.509 -4.883 1.210
H -4.930 5.039 1.725
H 3.448 0.873 -5.696
H -3.940 1.279 -2.866
H 1.618 -0.571 -5.065
H 7.100 3.783 0.644
H -4.799 -2.885 -3.415
H -5.573 -0.570 -2.999
H -3.629 -0.353 0.547
H -1.234 -3.160 3.740
H 0.702 4.231 3.246
H 0.098 -4.605 -2.321
H 1.752 -5.830 1.446
H 0.386 -4.148 2.606
H -6.951 -3.037 0.423
H -1.741 3.138 -0.414
H -1.527 0.815 -3.124
H 3.004 -2.406 2.307
H -6.016 -0.776 0.094
H 2.940 -1.148 -0.414
H 0.919 1.946 2.429
H 1.611 -1.920 0.433
H 6.507 1.748 -0.627
H -3.455 1.239 3.032
H 2.008 3.444 -1.462
H -2.372 -3.337 -3.700
H -5.022 3.136 3.295
H 5.993 4.287 2.792
H 3.872 2.227 -4.655
H -1.918 -1.518 3.781
H 1.781 5.737 -0.620
H 1.139 6.143 1.735
H -3.300 5.050 -0.130
H 3.475 1.836 -2.066
H 4.796 0.216 0.223
H 4.276 2.764 3.681
H -1.297 -2.940 -1.176
H 1.632 -6.051 -1.010
H -3.128 -4.472 1.685
H 4.681 0.675 -4.459
H 4.383 -1.593 1.510
```

Its total charge is +2. The lowest unoccupied orbital energy is -7.461 eV. The calculation puts the total energy at -80892.7804 eV. The HOMO energy is -12.964 eV.

Atomic partial charges in e from the Löwdin method, atoms 1 to 4: 1.336 1.996 0.997 -0.384

---

Entry 2:
C50H42Cl3NO4PPbS | ωB97M-V/def2-TZVPD

XYZ file:
```
103
C50H42Cl3NO4PPbS, DFT ωB97M-V/def2-TZVPD
Pb 0.498 -0.647 -0.503
Cl 5.271 0.953 -0.838
Cl 7.388 -3.983 -0.714
Cl 2.047 -3.380 -0.624
S 1.882 0.272 -3.516
P -2.184 -2.169 2.778
O 0.599 -0.284 -2.876
O -1.204 5.255 -0.865
O 2.691 -0.448 -0.754
O 0.346 1.657 -0.427
N -1.994 2.794 -1.716
C -5.372 -2.990 5.162
C 2.457 4.036 -3.061
C -1.980 3.106 -0.319
C -4.434 1.248 1.952
C -1.634 4.342 0.063
C -1.171 -4.293 -0.564
C 2.332 -0.262 -6.124
C 2.544 -1.573 -5.374
C -2.116 -2.732 1.028
C 3.061 3.510 -1.900
C 4.840 -1.789 3.576
C -3.619 2.432 1.546
C 0.986 2.477 -1.195
C -4.178 -2.516 4.645
C 4.659 -0.550 2.976
C 2.361 2.749 -1.004
C -3.971 0.050 2.322
C -0.173 -0.053 2.514
C 1.391 0.557 -5.247
C 2.467 -2.162 3.558
C -1.803 -3.630 -1.605
C -4.617 -3.648 2.572
C 3.724 -1.259 -0.703
C -2.769 -2.090 -0.027
C -6.189 -3.805 4.389
C -2.234 6.134 -1.314
C 5.996 -2.951 -0.716
C -1.316 -3.837 0.741
C 3.384 -0.107 2.671
C 3.746 -2.595 3.861
C 2.281 -0.910 2.968
C -5.807 -4.138 3.099
C 0.956 -0.446 2.695
C 6.158 -1.577 -0.768
C -2.607 -2.529 -1.333
C 3.636 -2.659 -0.657
C -2.095 4.217 2.539
C 2.901 -1.169 -3.950
C -3.795 -2.828 3.339
C -2.551 2.794 2.624
C 0.353 3.095 -2.320
C -1.507 0.429 2.329
C 5.042 -0.763 -0.758
C 4.732 -3.503 -0.660
C -1.680 4.851 1.440
C -1.567 1.862 1.865
C -2.452 2.028 0.600
C 1.128 3.813 -3.269
C -2.575 -0.390 2.464
C -1.021 2.952 -2.583
H -3.415 -1.243 0.173
H -5.661 -2.734 6.174
H -2.799 2.513 3.644
H -4.336 -3.909 1.560
H 3.330 -2.184 -5.817
H -2.904 2.572 -2.101
H -3.534 -1.897 5.261
H -1.744 6.965 -1.813
H 7.145 -1.139 -0.812
H 1.602 -2.771 3.790
H -2.899 5.624 -2.017
H -4.248 3.254 1.207
H -6.436 -4.779 2.495
H 0.631 4.229 -4.138
H 3.285 0.259 -6.244
H -2.823 6.510 -0.474
H -7.117 -4.185 4.796
H 3.939 -0.840 -3.858
H -3.118 -2.019 -2.141
H -0.561 2.253 1.759
H -2.615 1.109 0.033
H 3.229 0.862 2.212
H 5.513 0.076 2.753
H 1.403 1.627 -5.442
H 4.596 -4.574 -0.621
H 3.038 4.617 -3.763
H -1.356 5.882 1.523
H 2.847 2.292 -0.155
H -0.794 -4.339 1.548
H 2.708 -1.923 -3.189
H -4.713 -0.696 2.575
H 4.116 3.688 -1.729
H 1.909 -0.404 -7.117
H -0.552 -5.158 -0.767
H -1.352 2.989 -3.618
H -1.679 -3.975 -2.624
H 3.891 -3.560 4.329
H 5.838 -2.128 3.823
H 0.367 0.183 -5.294
H 1.623 -2.159 -5.375
H -2.090 4.778 3.466
H -5.510 1.385 1.960
```

Its total charge is +1. The lowest unoccupied orbital energy is -3.172 eV. The calculation puts the total energy at -125143.2325 eV. The HOMO energy is -9.822 eV.

Atomic partial charges in e from the Löwdin method, atoms 1 to 4: 1.464 0.751 0.683 0.716

---

Entry 3:
C50H42GeP2S2V | ωB97M-V/def2-TZVPD

XYZ file:
```
98
C50H42GeP2S2V, DFT ωB97M-V/def2-TZVPD
Ge -4.120 -0.358 -0.507
V -0.786 0.163 -0.217
S -1.031 2.495 -0.798
S -0.600 -1.529 2.751
P -0.057 2.449 0.954
P 0.600 0.014 2.588
C 1.954 -1.680 -0.563
C -4.658 -4.374 0.746
C 3.414 4.612 0.626
C -6.835 0.908 2.535
C -3.157 2.815 3.519
C 3.352 -0.353 2.024
C -5.329 -4.993 -0.297
C 0.253 2.685 6.311
C -3.997 0.188 -4.746
C 1.375 2.769 5.502
C -2.427 -0.240 0.439
C -4.706 -2.273 -0.447
C 1.287 -0.094 -2.248
C 4.730 -1.961 3.155
C 2.444 -1.669 3.810
C 4.572 -0.987 2.183
C -0.341 -1.650 -1.345
C -0.762 1.798 5.998
C 0.699 5.067 0.312
C 1.485 1.968 4.383
C 0.470 1.073 4.073
C -0.024 -0.581 -2.205
C -4.963 1.153 -4.978
C -3.744 -0.241 -3.455
C -5.389 -2.904 -1.477
C -2.341 2.445 2.471
C -5.673 1.679 -3.913
C 2.283 -0.686 2.839
C -0.654 0.989 4.882
C -4.344 -3.030 0.662
C 3.660 -2.302 3.969
C -4.442 0.280 -2.373
C 2.509 3.598 0.885
C -5.694 -4.253 -1.410
C -5.825 2.872 1.608
C -1.574 4.508 4.156
C 0.649 -2.153 -0.492
C 1.603 6.077 0.052
C -1.132 3.103 2.270
C 0.630 0.880 1.072
C 2.963 5.853 0.210
C -2.775 3.851 4.359
C -0.743 4.134 3.117
C -6.189 0.132 1.587
C -5.172 2.088 0.675
C -5.351 0.708 0.642
C -6.657 2.281 2.545
C 2.272 -0.658 -1.450
C -5.413 1.241 -2.627
C 1.149 3.822 0.743
H -1.422 0.271 4.626
H -5.559 -6.050 -0.245
H -0.744 -0.243 -2.947
H -1.638 1.733 6.627
H 3.209 0.387 1.247
H -4.360 -4.944 1.615
H -5.675 -2.333 -2.352
H -2.612 1.651 1.779
H -3.785 -2.560 1.460
H -7.154 2.888 3.292
H 1.251 7.045 -0.278
H -6.205 -4.740 -2.233
H 0.197 4.642 2.949
H -6.319 -0.942 1.584
H 0.172 3.316 7.186
H -5.656 3.942 1.627
H -5.983 1.648 -1.803
H 2.721 -2.119 0.060
H 3.298 -0.318 -1.536
H 0.410 -2.970 0.179
H -3.441 -0.228 -5.578
H -3.419 4.144 5.176
H 1.537 0.711 -2.933
H 2.169 3.461 5.749
H -6.430 2.436 -4.085
H 5.401 -0.730 1.536
H 3.776 -3.074 4.718
H -7.457 0.435 3.285
H 1.587 -1.951 4.407
H 4.473 4.437 0.747
H 3.667 6.648 0.005
H -2.999 -1.009 -3.284
H -4.487 2.546 -0.029
H -1.275 5.315 4.811
H -1.283 -2.188 -1.453
H -2.673 -0.465 1.484
H 5.683 -2.459 3.271
H 2.359 2.026 3.747
H 2.839 2.621 1.213
H -5.171 1.487 -5.986
H -4.089 2.292 3.677
H -0.366 5.227 0.187
```

Its total charge is -1. The lowest unoccupied orbital energy (spin up / spin down) is 2.490 / 2.484 eV. The calculation puts the total energy at -174984.1976 eV. The HOMO energy (spin up / spin down) is -3.291 / -4.000 eV. The spin multiplicity is 3.

Atomic partial charges in e from the Löwdin method, atoms 1 to 4: 0.947 0.252 0.389 0.323

---

Entry 4:
C50H44GeN7SSbTc | ωB97M-V/def2-TZVPD

XYZ file:
```
105
C50H44GeN7SSbTc, DFT ωB97M-V/def2-TZVPD
Sb 0.462 3.550 1.946
Tc -0.916 0.251 1.555
Ge 3.743 0.372 -1.791
S -1.340 -1.589 2.989
N -1.720 2.036 0.340
N -1.701 1.708 3.103
N -3.497 -4.525 1.818
N -2.255 -2.285 0.575
N -1.545 -1.226 0.231
N -2.638 -3.770 2.335
N 1.168 0.484 2.304
C 2.577 0.422 -3.326
C 0.940 0.300 -5.667
C -1.300 -1.016 -1.080
C 3.670 -3.305 0.268
C 0.151 0.276 -2.659
C 1.642 1.747 2.230
C 4.357 2.028 -0.992
C -0.731 -0.247 -3.819
C -3.797 0.397 3.463
C 2.058 -0.497 2.604
C -1.650 -1.362 -3.446
C -2.209 -2.588 1.848
C 5.288 -2.059 -1.622
C 2.767 1.262 -4.361
C 1.373 -0.462 -3.272
C 4.185 -1.395 -1.088
C 3.369 -2.016 -0.144
C -1.309 3.680 4.413
C -0.257 -0.089 -1.272
C -3.153 2.283 4.913
C 5.541 2.041 -0.252
C -2.743 1.976 -0.526
C -3.807 0.933 -0.371
C 5.999 3.238 0.275
C 0.570 -0.665 -4.588
C 5.578 -3.347 -1.200
C 1.909 1.214 -5.536
C -6.107 -5.265 -0.644
C -4.503 -4.303 0.860
C -0.925 4.014 -0.734
C -1.935 -1.702 -2.179
C 4.771 -3.969 -0.257
C -2.819 1.475 3.828
C -6.633 -4.002 -0.879
C 2.966 2.080 2.468
C -1.013 2.836 3.360
C -5.055 -5.424 0.237
C 5.268 4.405 0.087
C 0.286 0.376 -0.108
C 1.706 -1.949 2.609
C -6.097 -2.889 -0.234
C 4.071 4.383 -0.623
C -0.853 3.062 0.268
C -2.874 2.920 -1.546
C -1.942 3.928 -1.678
C 3.868 1.091 2.819
C 3.617 3.197 -1.176
C -5.028 -3.030 0.623
C -2.374 3.368 5.246
C 3.393 -0.198 2.885
H -6.534 -1.912 -0.389
H -2.108 -1.905 -4.267
H 4.905 1.320 3.024
H 3.602 1.954 -4.371
H 6.932 3.263 0.823
H 4.999 -4.977 0.063
H -2.619 3.992 6.095
H -3.555 0.205 0.393
H -3.984 0.407 -1.310
H 1.098 -2.217 1.748
H 3.283 3.111 2.378
H -0.200 4.818 -0.766
H 3.038 -3.800 0.994
H -1.300 0.528 -4.342
H -2.631 -2.497 -1.949
H 2.620 -2.541 2.609
H -3.648 0.028 2.453
H 0.547 -1.685 -4.976
H -2.025 4.659 -2.472
H -3.511 -5.440 2.265
H -0.715 4.570 4.576
H 0.372 0.231 -6.589
H -4.043 2.046 5.480
H -3.725 2.855 -2.211
H 1.581 -1.405 -2.760
H 3.510 5.298 -0.767
H -6.530 -6.129 -1.138
H -7.474 -3.884 -1.549
H -4.636 -2.175 1.155
H -4.808 0.799 3.537
H 2.699 3.178 -1.755
H 1.154 -2.209 3.510
H -4.742 1.422 -0.088
H 4.058 -1.009 3.144
H 1.177 1.010 -0.165
H 5.920 -1.580 -2.362
H 2.504 -1.497 0.255
H 6.104 1.127 -0.101
H 2.123 1.908 -6.338
H -3.722 -0.444 4.150
H 5.641 5.340 0.483
H 0.297 1.356 -2.724
H -4.652 -6.411 0.436
H 6.429 -3.869 -1.615
```

Its total charge is +3. The lowest unoccupied orbital energy (spin up / spin down) is -9.207 / -9.204 eV. The calculation puts the total energy at -139053.7406 eV. The HOMO energy (spin up / spin down) is -14.460 / -14.482 eV.

Atomic partial charges in e from the Löwdin method, atoms 1 to 4: 1.582 1.165 1.354 0.755